No. 1
Formula: C6H18NO
Source: the Open Molecules 2025 dataset
Level of theory: ωB97M-V/def2-TZVPD

Atoms and positions in Å:
C -1.39 2.54 1.01
C -0.34 1.62 0.46
C -0.79 0.18 0.51
C 0.15 -0.89 -0.06
C 1.60 -0.62 0.32
C 0.04 -1.07 -1.58
N -0.15 1.99 -1.02
H -1.61 2.22 2.03
H -1.11 3.60 1.05
H -2.35 2.41 0.51
H 0.61 1.81 0.95
H -1.72 0.10 -0.06
H -1.06 -0.11 1.53
H -0.17 -1.83 0.37
H 2.00 0.26 -0.19
H 2.28 -1.44 0.09
H 1.70 -0.46 1.39
H 0.57 -0.33 -2.18
H 0.49 -2.03 -1.82
H -0.97 -1.22 -1.97
H -0.11 3.01 -1.11
H 0.68 1.58 -1.43
H -0.97 1.65 -1.53
H 0.57 -4.38 1.64
H 1.41 -4.53 0.38
O 0.64 -4.07 0.73

The calculation puts the gap between HOMO and LUMO at 11.096 eV. The net charge is +1. As for the HOMO energy: -14.29 eV.

No. 2
Formula: C28H34FeIN7OSSi
Source: the Open Molecules 2025 dataset
Level of theory: ωB97M-V/def2-TZVPD

Atoms and positions in Å:
Fe -0.19 -0.70 -0.60
N 1.90 1.56 2.73
C 1.51 0.80 1.67
S -0.21 0.42 1.50
N 2.37 0.36 0.84
N 1.88 -0.38 -0.21
C 2.74 -0.89 -1.01
C 4.19 -0.59 -0.98
C 5.13 -1.62 -1.03
C 6.49 -1.33 -0.99
C 6.92 -0.02 -0.90
C 5.99 1.01 -0.85
C 4.64 0.73 -0.88
C 2.16 -1.84 -1.98
C 2.88 -2.39 -3.03
C 2.27 -3.32 -3.86
C 0.96 -3.69 -3.61
C 0.29 -3.04 -2.59
N 0.87 -2.12 -1.80
H 1.38 1.42 3.58
H 2.90 1.62 2.84
H 4.80 -2.65 -1.05
H 7.21 -2.14 -1.02
H 7.98 0.21 -0.87
H 6.32 2.04 -0.77
H 3.92 1.53 -0.82
H 3.89 -2.07 -3.21
H 2.82 -3.75 -4.69
H 0.46 -4.44 -4.21
H -0.75 -3.25 -2.38
C -4.33 1.86 -3.15
C -3.78 0.71 -2.40
C -4.27 -0.55 -2.12
C -3.27 -1.20 -1.38
N -2.23 -0.39 -1.21
N -2.55 0.75 -1.84
C -3.26 -2.58 -0.80
H -5.11 1.53 -3.84
H -3.55 2.35 -3.74
H -4.77 2.61 -2.48
H -5.24 -0.93 -2.41
H -1.88 1.50 -1.85
H -4.12 -2.73 -0.14
H -2.35 -2.72 -0.23
H -3.31 -3.34 -1.58
N 1.03 0.37 -4.06
C 0.94 1.19 -3.00
O 0.17 0.99 -2.08
C 1.86 2.41 -3.05
I 1.60 3.68 -1.38
H 0.55 -0.52 -4.02
H 1.73 0.50 -4.78
H 1.67 2.99 -3.95
H 2.90 2.08 -3.06
C -2.71 2.37 1.03
Si -1.55 1.97 2.42
C -0.58 3.48 2.89
C -2.37 0.89 3.69
C -2.23 1.03 5.07
C -2.80 0.11 5.94
C -3.52 -0.96 5.44
C -3.67 -1.12 4.07
C -3.09 -0.21 3.20
H -3.53 3.00 1.38
H -3.15 1.46 0.61
H -2.18 2.90 0.23
H -1.26 4.33 2.99
H 0.13 3.71 2.09
H -0.01 3.40 3.82
H -1.67 1.87 5.48
H -2.69 0.24 7.01
H -3.97 -1.68 6.12
H -4.23 -1.96 3.67
H -3.19 -0.36 2.13

The calculation puts the gap between HOMO and LUMO (alpha / beta) at 6.714 / 6.042 eV. The spin multiplicity is 2. The net charge is +1. As for the HOMO energy (alpha / beta): -9.54 / -8.89 eV. As for the expectation value of S²: 0.773.

Taking the records one at a time from the top gives relative energy (zero: lowest compared OMol25 entry of this formula, charge and spin) values of 0.313, 0.882 eV.